79
Properties=species:S:1:pos:R:3:forces:R:3:lowdin_charge:R:1 method="wB97M-V/def2-TZVPD" e_homo_ev="-9.639 / -9.639" orbital_gap_ha="0.1224 / 0.1225" charge=+1
Pb 0.830451 -0.371772 1.192582 -0.96 -1.06 0.64 1.1207
C 7.439336 -3.569862 -4.179125 0.31 -0.39 0.75 -0.0322
O 6.952983 -2.926378 -5.341421 -0.57 1.09 -0.48 -0.0098
C 6.391240 -1.728129 -5.252466 0.03 -0.40 -0.27 -0.2224
C 5.884521 -1.188007 -6.455513 -0.07 0.09 -0.20 0.0465
C 5.272317 0.032388 -6.473507 0.12 -0.19 -0.17 0.0430
C 5.099260 0.747658 -5.267338 0.61 0.44 0.89 -0.2631
C 5.641404 0.227167 -4.070175 0.20 -0.31 0.10 0.0395
C 6.269331 -0.987607 -4.061810 -0.02 0.12 0.55 0.0328
N 4.406492 1.900541 -5.291334 -1.04 -0.46 -1.52 0.1603
N 4.017523 2.590198 -4.355654 0.31 -0.23 1.45 0.1626
C 3.387507 2.445935 -3.221543 0.30 -0.43 -0.99 -0.1687
C 3.481551 3.489509 -2.257643 0.00 0.80 1.46 0.0376
C 3.022336 3.339097 -0.992712 0.79 0.93 -1.00 0.0704
C 2.360426 2.134117 -0.557111 -0.86 -0.62 1.72 -0.3047
O 1.932754 1.984895 0.591912 0.69 0.72 -1.67 -0.0248
C 2.168946 1.085418 -1.574423 -0.10 -0.66 -0.99 -0.1250
N 1.537179 -0.026069 -1.195019 0.37 0.76 0.20 0.0254
C 1.253874 -0.963448 -2.073546 -0.08 -0.36 -0.35 -0.0848
C 1.559944 -0.823938 -3.425898 0.02 0.19 -0.04 0.0197
C 2.240990 0.297664 -3.844328 -0.02 0.06 0.19 0.0218
C 2.600911 1.267108 -2.900066 -0.64 -0.54 0.07 -0.0734
H 7.790762 -4.543932 -4.507847 -0.03 0.07 0.02 0.1083
H 6.645481 -3.698692 -3.438247 0.03 0.00 -0.11 0.1091
H 8.271875 -3.017939 -3.734242 -0.07 0.00 -0.11 0.1094
H 5.997196 -1.775545 -7.352096 0.00 -0.02 -0.13 0.1370
H 4.880643 0.451593 -7.387085 -0.03 0.04 -0.11 0.1347
H 5.566177 0.800981 -3.156745 0.03 0.00 0.06 0.1313
H 6.663067 -1.374813 -3.134930 0.05 -0.01 0.03 0.1215
H 3.992124 4.388989 -2.564716 0.02 0.14 0.04 0.1329
H 3.147118 4.122491 -0.260378 0.00 0.06 0.05 0.1390
H 0.766352 -1.842514 -1.681775 -0.12 -0.17 0.19 0.1084
H 1.246497 -1.577747 -4.128463 -0.02 -0.11 -0.06 0.1234
H 2.471105 0.445375 -4.889987 -0.04 -0.06 -0.03 0.1191
C -5.314620 2.037142 0.084192 0.09 -0.27 0.20 -0.0206
C -5.103611 0.755689 0.885691 -0.30 0.08 0.02 -0.6276
C -5.033726 -0.444391 -0.050118 0.13 0.15 0.13 -0.0476
C -6.190771 0.560848 1.939719 0.24 0.06 -0.23 -0.0138
O -3.869011 0.923643 1.598309 -0.41 0.55 0.34 -0.1522
Si -2.690719 -0.094295 1.964121 1.39 -0.35 -2.31 -0.1423
S -1.541293 -0.319934 0.087171 0.17 0.06 0.67 0.2147
O -1.576448 0.541770 2.949489 0.19 0.09 0.79 -0.2301
C -1.468319 1.810234 3.612005 0.08 0.28 0.25 -0.6310
C -2.535488 1.894794 4.700690 0.24 -0.14 -0.24 -0.0154
C -1.632335 2.933602 2.592331 -0.07 -0.22 0.15 -0.0182
C -0.068788 1.868349 4.225230 -0.36 -0.03 -0.12 -0.0301
O -3.245833 -1.530308 2.393278 -0.31 -0.32 0.34 -0.1338
C -3.048558 -2.503825 3.423665 -0.12 -0.11 0.19 -0.6225
C -1.557448 -2.724308 3.656136 -0.24 0.09 -0.16 -0.0194
C -3.719855 -3.783715 2.929868 0.17 0.31 0.06 -0.0189
C -3.732171 -1.998547 4.693603 0.11 -0.11 -0.30 -0.0112
H -6.258644 1.983745 -0.447076 -0.18 0.04 -0.12 0.0868
H -4.509885 2.157196 -0.636372 0.10 0.01 -0.09 0.0872
H -5.325230 2.903249 0.739328 -0.03 0.11 0.12 0.0851
H -5.968436 -0.551428 -0.590751 -0.17 -0.02 -0.07 0.0928
H -4.843687 -1.349818 0.517775 -0.04 -0.18 0.02 0.0755
H -4.223909 -0.315047 -0.763746 0.03 0.00 -0.12 0.0493
H -7.162104 0.439167 1.470711 -0.18 -0.03 -0.04 0.0889
H -6.221620 1.417552 2.607217 -0.03 0.13 0.08 0.0875
H -5.961478 -0.325162 2.525582 -0.04 -0.15 0.08 0.0779
H -3.519585 1.737332 4.265980 -0.15 0.07 -0.03 0.0837
H -2.500060 2.871286 5.171995 -0.08 0.16 0.12 0.0906
H -2.364073 1.132810 5.458320 0.02 -0.06 0.08 0.0836
H -2.625602 2.891392 2.154375 -0.05 0.09 -0.08 0.0771
H -0.893829 2.818926 1.802277 0.08 0.02 -0.14 0.0792
H -1.488965 3.896754 3.075467 0.01 0.12 0.04 0.0925
H 0.086358 1.036886 4.907232 0.02 -0.13 0.07 0.0902
H 0.048795 2.797959 4.776819 0.04 0.09 0.06 0.0916
H 0.686082 1.833692 3.442619 0.11 0.00 -0.06 0.0484
H -1.079803 -3.039080 2.731117 0.09 -0.07 -0.12 0.0883
H -1.410780 -3.494295 4.408037 0.07 -0.08 0.10 0.0920
H -1.094376 -1.800418 3.995210 0.09 0.08 0.10 0.0742
H -3.248359 -4.122371 2.012276 0.08 -0.05 -0.12 0.0906
H -4.772409 -3.600543 2.731215 -0.13 0.02 -0.01 0.0863
H -3.633998 -4.562220 3.681269 0.00 -0.15 0.10 0.0878
H -3.304727 -1.046366 4.995037 0.10 0.12 0.09 0.0697
H -3.602255 -2.718402 5.496512 0.00 -0.06 0.16 0.0908
H -4.795595 -1.857709 4.516034 -0.12 0.00 -0.01 0.0866
F 1.127496 -2.396563 0.512809 0.13 0.31 -0.16 -0.6592

72
Properties=species:S:1:pos:R:3:forces:R:3:lowdin_charge:R:1 method="wB97M-V/def2-TZVPD" e_homo_ev=-11.491 orbital_gap_ha=0.3136 relative_energy_kcal_mol=8.2 charge=+1 smiles="CCCCCCCCCCOC(=O)Cn1c(COc2ccccc2C)[n+](C)c2ccccc21"
C 8.375626 1.113582 -1.406952 0.02 -0.20 0.16 -0.1172
H 8.603518 1.040227 -2.467966 0.04 0.05 -0.12 0.0711
C 7.835454 -0.211634 -0.884046 -0.16 0.21 -0.26 -0.2760
C 6.555351 -0.628347 -1.605132 0.25 -0.23 0.39 -0.2391
C 6.023904 -1.965488 -1.090710 -0.10 0.14 -0.36 -0.2137
C 4.720972 -2.411830 -1.768865 -0.02 -0.18 0.31 -0.2092
C 3.459058 -2.116104 -0.955509 0.17 0.20 -0.23 -0.2195
C 3.178033 -0.624799 -0.784561 -0.32 -0.26 -0.02 -0.2135
C 1.816182 -0.338969 -0.150513 0.30 0.06 0.18 -0.2051
C 1.738276 -0.787857 1.308522 -0.55 0.11 -0.20 -0.1572
C 0.454079 -0.329621 1.990864 0.67 0.27 0.22 -0.1404
H 0.322283 0.752308 1.902791 -0.01 -0.15 0.07 0.1280
H 0.445441 -0.620483 3.042818 -0.08 0.04 -0.09 0.1293
O -0.689325 -0.980662 1.406842 -0.01 -0.54 0.02 0.0200
C -1.442647 -0.293741 0.583783 -0.59 0.08 -0.41 -0.4916
O -1.332235 0.858733 0.268209 0.14 -0.03 -0.04 0.1418
C -2.569975 -1.192323 0.021521 0.73 -0.14 0.58 0.0297
N -3.527365 -0.368012 -0.662777 -0.57 0.31 -0.01 0.0781
C -4.673150 0.129473 -0.186397 0.01 -0.08 0.03 -0.1271
N -5.234280 0.943458 -1.089887 0.54 -0.49 0.36 0.0133
C -4.399827 1.013478 -2.189596 0.86 -0.37 -0.33 -0.1159
C -4.485513 1.714715 -3.385973 -0.03 -0.01 0.05 0.0139
C -3.442548 1.561345 -4.275808 -0.12 0.06 0.05 -0.0506
C -2.347259 0.741089 -3.992661 0.05 -0.11 0.10 -0.0450
C -2.254411 0.038208 -2.809559 -0.06 0.02 0.05 0.0234
C -3.300470 0.185114 -1.908389 -0.47 0.56 -0.65 -0.1189
H -1.400492 -0.581627 -2.594192 0.13 -0.08 0.04 0.1194
H -1.554014 0.660084 -4.718350 0.09 -0.02 -0.06 0.1167
H -3.469528 2.091916 -5.214084 -0.02 0.06 -0.08 0.1162
H -5.319901 2.356353 -3.616657 -0.10 0.07 -0.03 0.1146
C -6.491631 1.631578 -0.945669 -0.60 0.31 0.23 0.0318
H -6.433741 2.386074 -0.158472 0.02 -0.03 -0.06 0.1103
H -6.729700 2.128407 -1.882442 0.02 -0.06 0.05 0.0981
H -7.290169 0.928347 -0.708647 0.03 0.05 -0.07 0.1135
C -5.294999 -0.206308 1.139172 -0.33 -0.05 0.19 -0.0842
O -4.372590 -0.510549 2.138813 0.17 0.08 0.12 -0.0534
C -3.573733 0.510446 2.645723 0.16 0.17 0.22 -0.2178
C -3.577031 1.808835 2.166307 -0.26 -0.15 -0.07 -0.0212
C -2.721581 2.749696 2.717005 0.04 0.02 0.06 -0.0624
C -1.871237 2.394237 3.745072 0.02 0.13 -0.06 -0.0669
C -1.878042 1.094782 4.224031 -0.11 -0.02 -0.12 -0.0358
C -2.720025 0.133601 3.688308 -0.14 -0.10 -0.12 -0.2068
C -2.717750 -1.277925 4.184376 -0.06 0.00 -0.02 -0.0155
H -3.735474 -1.648980 4.279742 -0.01 -0.11 0.07 0.0873
H -2.222643 -1.342732 5.148812 0.03 -0.04 0.06 0.0879
H -2.190847 -1.924114 3.481521 0.02 -0.12 -0.02 0.0816
H -1.218023 0.817746 5.032318 0.06 -0.06 0.11 0.1203
H -1.204598 3.124951 4.174679 0.06 0.08 0.05 0.1104
H -2.725216 3.757167 2.332612 0.00 0.10 -0.04 0.1125
H -4.226215 2.109765 1.357807 -0.08 0.04 -0.08 0.1056
H -5.961373 0.612535 1.444834 0.08 -0.09 -0.12 0.1423
H -5.903102 -1.115276 1.027798 0.04 0.23 -0.06 0.1644
H -2.132349 -1.901143 -0.685811 -0.10 0.04 0.05 0.1531
H -3.037178 -1.743235 0.838181 0.08 0.05 -0.23 0.1434
H 1.799957 -1.874672 1.371452 0.09 -0.04 0.10 0.1178
H 2.575181 -0.364324 1.864924 0.06 -0.01 0.09 0.1291
H 1.038906 -0.844932 -0.730633 -0.07 0.02 -0.07 0.1056
H 1.619225 0.734719 -0.199925 -0.09 0.01 -0.02 0.1187
H 3.954434 -0.172607 -0.167433 0.11 0.13 -0.01 0.1085
H 3.208954 -0.147448 -1.766526 0.10 0.06 -0.02 0.1174
H 3.557471 -2.588821 0.023415 -0.05 -0.10 0.05 0.1076
H 2.607032 -2.578552 -1.462697 -0.09 -0.04 0.06 0.1118
H 4.757453 -3.490499 -1.934799 -0.01 0.01 -0.10 0.1060
H 4.640187 -1.936243 -2.748527 -0.02 -0.03 -0.10 0.1097
H 6.793913 -2.720229 -1.262731 0.04 -0.01 0.09 0.1112
H 5.871164 -1.905201 -0.010884 0.04 -0.04 0.12 0.1114
H 6.760609 -0.714351 -2.674802 -0.06 0.04 -0.08 0.1177
H 5.803380 0.151883 -1.476597 -0.07 0.08 -0.08 0.0989
H 7.635039 -0.124631 0.186673 0.03 -0.08 0.05 0.1080
H 8.591924 -0.988276 -1.015108 0.01 -0.07 0.08 0.1092
H 9.285268 1.390647 -0.879988 0.09 0.11 -0.01 0.0680
H 7.643912 1.907051 -1.268651 -0.05 0.12 -0.01 0.0694

89
Properties=species:S:1:pos:R:3:forces:R:3:lowdin_charge:R:1 method="wB97M-V/def2-TZVPD" e_homo_ev=-3.456 orbital_gap_ha=0.0892 charge=-1
C 0.504046 -2.803787 0.851755 0.26 0.73 0.05 -0.0670
C 0.918097 -1.323411 0.855072 -0.15 -0.88 0.26 -0.2136
N 0.293874 -0.740582 -0.354348 0.41 0.67 0.50 -0.0771
C -0.948060 -0.071213 0.024903 -0.14 -0.23 -0.32 -0.1563
C -1.979650 -0.092093 -1.108512 0.00 -0.22 -0.06 -0.1254
C -3.169516 0.790741 -0.917258 -0.04 -0.30 0.20 -0.1324
C -4.405829 0.150715 -0.705953 -0.24 0.27 -0.07 0.0365
C -5.534211 0.900943 -0.521854 0.19 -0.42 0.57 -0.2946
P -7.241474 0.182057 -0.254371 -1.53 0.60 -0.74 0.8188
O -7.383012 0.147764 1.363640 0.79 0.32 -0.22 -0.2499
O -7.056810 -1.361098 -0.679696 0.56 0.35 0.15 -0.2443
N -5.439940 2.251702 -0.520812 -0.11 -0.18 -0.05 0.0103
C -4.283327 2.906515 -0.696538 0.27 0.41 -0.08 -0.6911
I -4.471229 4.983643 -0.573906 -0.16 -0.15 0.07 0.9904
C -3.109530 2.202327 -0.908741 0.05 -0.34 0.18 -0.2884
P -1.497407 3.049386 -1.154447 0.04 1.07 -0.81 0.7442
N -1.593752 4.453974 -1.847311 0.06 -0.23 0.47 -0.3469
C 1.174555 0.075451 -1.109376 0.05 0.34 -0.18 -0.4673
C 1.087487 -0.047349 -2.613479 0.21 -0.21 0.10 0.0115
O 1.999785 0.805289 -0.605590 0.08 -0.14 0.17 0.0769
H 0.525193 -3.122564 -0.183897 -0.08 -0.44 0.05 0.0627
H -0.526172 -2.879499 1.193640 -0.05 -0.33 -0.02 0.0679
H 1.156965 -3.426394 1.462316 -0.03 0.01 0.15 0.0653
H 1.998348 -1.207995 0.869121 0.05 0.11 -0.38 0.1103
H 0.555341 -0.841299 1.767773 0.07 0.26 -0.05 0.1087
H -1.377425 -0.691736 0.810045 -0.09 0.09 0.10 0.1329
H -0.748596 0.915412 0.470904 0.02 0.06 -0.07 0.0953
H -1.562610 0.081004 -2.100775 0.20 0.21 0.05 0.1134
H -2.332055 -1.126868 -1.097207 -0.16 -0.26 -0.38 0.0909
H -4.481970 -0.946206 -0.667908 0.57 -0.21 -0.06 0.0945
H -6.536944 0.297257 1.806286 -0.07 -0.49 0.34 0.0669
H -6.454724 -1.486971 -1.428276 0.08 -0.45 0.11 0.0720
H -6.293103 2.785126 -0.377741 0.06 0.11 -0.04 0.1117
H -0.778873 2.180428 -1.983996 -0.17 -0.50 0.39 0.0164
H -0.867577 3.037904 0.099430 -0.05 -0.34 0.03 0.0305
H -1.186522 5.152109 -1.234191 -0.16 0.29 -0.21 -0.0375
H 2.020845 0.297760 -3.050316 0.03 0.15 0.04 0.0777
H 0.939716 -1.091088 -2.879624 -0.29 0.01 -0.08 0.0959
H 0.282466 0.565891 -3.014193 -0.12 -0.10 -0.09 0.0570
C 5.723804 7.604675 -4.202738 -0.04 -0.02 0.07 -0.1181
O 4.572635 6.865046 -3.876182 0.07 -0.11 -0.03 -0.1967
C 3.661777 6.800898 -4.959322 0.03 0.11 0.29 -0.2101
C 2.558314 5.808789 -4.667765 -0.11 -0.07 -0.16 -0.1845
O 2.916183 4.464351 -4.945706 0.07 0.05 0.04 -0.1298
C 3.753641 3.830509 -3.987162 -0.06 -0.14 -0.14 -0.1767
C 3.023950 3.403831 -2.734701 0.22 0.16 0.23 -0.2036
O 2.905780 4.497466 -1.839162 -0.10 0.13 -0.14 -0.1861
C 2.048016 4.200813 -0.765182 0.16 -0.01 0.14 -0.1132
H 5.465113 8.629776 -4.495783 0.04 0.00 -0.05 0.0859
H 6.357199 7.641361 -3.318668 -0.02 -0.01 0.02 0.0870
H 6.281471 7.124188 -5.015694 0.00 0.07 -0.05 0.0879
H 4.189269 6.503967 -5.874836 -0.07 0.02 -0.05 0.1297
H 3.222136 7.798893 -5.103181 0.00 -0.02 -0.14 0.1257
H 1.729081 6.026806 -5.343964 0.00 -0.02 -0.01 0.1266
H 2.192201 5.918178 -3.644716 0.12 0.06 0.04 0.1246
H 4.618704 4.451136 -3.743856 -0.06 0.05 0.12 0.1237
H 4.118690 2.929309 -4.483852 -0.03 0.00 -0.03 0.1266
H 3.586215 2.603792 -2.236525 -0.11 -0.11 -0.06 0.1267
H 2.026516 3.028928 -3.000302 0.03 -0.07 -0.02 0.1245
H 1.030102 4.013396 -1.129958 0.05 -0.04 0.01 0.0340
H 2.028223 5.067389 -0.104970 0.01 0.04 -0.04 0.0914
H 2.403377 3.331737 -0.201987 -0.10 -0.04 -0.02 0.0816
N 1.007392 -5.345605 4.501872 -0.27 0.13 -0.02 0.0505
C 1.381456 -4.120508 4.961084 0.03 -0.05 -0.12 -0.0737
C 2.575938 -4.234518 5.626262 0.07 0.06 -0.08 -0.0544
C 2.951935 -5.593162 5.564475 -0.19 -0.34 -0.16 -0.1801
C 1.953768 -6.250431 4.856364 -0.02 -0.16 0.10 -0.3106
H 0.164433 -5.545936 3.983813 0.00 -0.01 -0.05 0.1713
H 0.755732 -3.264857 4.776053 0.03 0.04 0.04 0.1252
H 3.121797 -3.441685 6.105471 -0.03 -0.11 0.20 0.1054
H 3.850534 -6.034795 5.987635 0.11 0.31 0.08 0.0680
H 1.835725 -7.288270 4.567997 -0.16 0.25 -0.89 0.0234
C -4.463288 -4.090352 0.598193 -0.27 0.46 -0.18 -0.0199
C -4.407850 -5.254389 1.417831 0.36 -0.34 0.03 -0.3916
C -3.069105 -6.055680 1.355614 0.50 0.12 -0.35 -0.4072
O -2.888334 -7.034003 2.090389 -0.30 -0.02 0.30 -0.0442
C -2.081902 -5.619068 0.429452 0.20 -0.23 0.24 -0.0363
C -2.162003 -4.483993 -0.380251 -0.24 0.22 -0.16 -0.4326
C -3.447644 -3.642384 -0.227460 -0.08 -0.15 0.27 -0.3641
O -3.514659 -2.543315 -0.868433 -0.30 0.28 -0.14 -0.1377
O -1.304977 -4.079493 -1.190907 -0.01 -0.08 0.00 -0.0633
O -5.305583 -5.650816 2.155129 -0.07 0.13 -0.03 0.0040
H -5.363347 -3.478150 0.611061 -0.07 -0.13 0.17 0.0852
H -1.195820 -6.246368 0.375873 0.05 0.08 -0.10 0.0886
Ca 2.651412 -8.132569 6.371618 0.53 1.06 2.14 1.2399
C 3.608320 -5.002547 9.304412 0.11 0.57 -0.11 -0.9755
O 4.158373 -4.971628 10.415404 -0.01 -0.20 -0.02 -0.0190
O 3.288028 -3.979141 8.612366 0.07 -0.07 0.13 -0.0192
O 3.290870 -6.114818 8.690327 -0.47 -1.47 -1.45 -0.1563